# C17H24N3O6Pd

C17H24N3O6Pd as an isolated structure at a distorted geometry (ωB97M-V with the def2-TZVPD basis set, the OMol25 dataset).

Computed properties:
F_max ... 0.0432 Eh/bohr
Total energy ... -1405.514645 a.u.
Energy above the lowest of the compared OMol25 structures with the same formula, charge and spin ... 24.70 kcal per mole
Molar mass ... 472.8 g/mol
HOMO-LUMO gap (spin up / spin down) ... 0.233 / 0.241 hartree
Total charge ... +1
LUMO level (spin up / spin down) ... -5.01 / -4.79 eV
HOMO energy (spin up / spin down) ... -11.36 / -11.36 eV

Cartesian coordinates (Å):
C -1.575 2.829 -0.922
C 3.597 -0.466 -0.016
H 1.173 -4.854 2.728
C -1.343 3.228 0.387
H -4.046 1.684 -3.291
H -1.327 6.574 -0.110
C -0.563 -3.077 4.186
N 5.284 -1.206 -1.591
C -1.389 5.521 -0.338
C 0.570 -2.836 3.204
C 4.956 -0.148 -0.637
H -1.283 -2.264 4.133
Pd 0.933 -0.745 1.029
C -0.641 0.532 -0.977
O 1.229 -1.571 3.447
H -2.570 -2.251 -3.221
H -4.659 0.798 -1.880
C -3.877 1.472 -2.234
H 3.680 -1.885 -1.202
O 0.675 -2.893 0.786
H -0.176 -3.162 5.200
H -1.234 2.482 1.161
O 3.073 0.170 0.883
H 2.457 -3.653 2.582
O 0.423 0.827 -0.347
O 3.009 -1.508 -0.554
H -1.697 5.839 -2.438
N -1.626 1.447 -1.225
C 0.029 -2.505 1.797
H -1.076 -4.003 3.935
H -1.859 3.432 -2.961
N -2.583 0.870 -2.018
H -3.269 -0.846 -4.044
H 6.146 -1.682 -1.361
H 5.348 -0.866 -2.542
C -1.608 5.111 -1.645
H 4.867 0.828 -1.121
C -1.031 -0.664 -1.624
H 1.927 -4.202 4.187
C 1.598 -3.959 3.178
H -1.065 4.905 1.684
H -4.040 -1.495 -2.597
O -0.942 -1.698 1.713
C -1.248 4.580 0.671
C -2.235 -0.415 -2.239
C -3.078 -1.303 -3.073
H 1.488 -1.507 4.375
H -3.939 2.404 -1.676
C -1.701 3.763 -1.944
H 5.696 -0.045 0.158
H -0.479 -1.588 -1.595

Forces on atoms 1 to 2 (eV/Å):
C 0.01 0.47 -0.04
C 0.45 -0.33 -0.48



# C10H16AsAuO3S

C10H16AsAuO3S as an isolated structure (ωB97M-V with the def2-TZVPD basis set, the OMol25 dataset).

Computed properties:
F_max ... 0.0193 Eh/bohr
Total energy ... -3386.023074 a.u.
Energy above the lowest of the compared OMol25 structures with the same formula, charge and spin ... 0.00 kcal per mole
Molar mass ... 488.2 g/mol
HOMO-LUMO gap ... 0.338 hartree
LUMO level ... 0.29 eV
HOMO energy ... -8.92 eV

Cartesian coordinates (Å):
H -0.619 5.010 -1.609
H 2.854 -1.311 3.019
O -0.359 -1.203 -4.532
H -0.813 -3.217 3.600
H 0.628 3.403 -3.219
C 0.163 2.625 -2.640
C -0.402 2.889 -1.396
H -1.407 2.071 0.307
Au 0.880 -2.028 -0.437
C 0.152 1.338 -3.136
H 0.576 1.150 -4.105
S -0.496 -1.319 -3.105
H 0.710 4.533 -0.536
C -0.499 -3.455 2.579
H -1.362 -3.512 1.932
H 0.458 0.448 2.093
O -1.652 -1.976 -2.582
C -0.471 0.308 -2.435
As 0.659 -2.009 1.886
C -1.028 0.550 -1.186
C 2.185 -2.165 3.088
H 2.713 -3.065 2.809
O 0.776 -1.885 -2.504
H -1.510 -0.265 -0.659
H 0.049 -4.386 2.512
C -0.989 1.836 -0.670
C -0.312 4.282 -0.851
H -0.962 4.454 -0.008
H -0.452 -0.276 3.457
C -0.217 -0.344 2.384
H -1.120 -0.226 1.808
H 1.867 -2.250 4.137

Forces on atoms 1 to 2 (eV/Å):
H 0.17 -0.07 0.00
H -0.01 0.02 -0.22



# C28H25Cl2N5O3RuS3Si

C28H25Cl2N5O3RuS3Si as an isolated structure (ωB97M-V with the def2-TZVPD basis set, the OMol25 dataset).

Computed properties:
F_max ... 0.0149 Eh/bohr
Total energy ... -4081.092399 a.u.
Energy above the lowest of the compared OMol25 structures with the same formula, charge and spin ... 4.35 kcal per mole
Molar mass ... 775.8 g/mol
HOMO-LUMO gap (spin up / spin down) ... 0.247 / 0.239 hartree
Expectation value of S² ... 0.76
Total charge ... -1
Multiplicity ... 2
LUMO level (spin up / spin down) ... 2.28 / 1.82 eV
HOMO energy (spin up / spin down) ... -4.45 / -4.67 eV

Cartesian coordinates (Å):
H 0.754 1.465 5.088
O -1.197 1.793 4.150
C 0.642 1.054 -2.790
H 3.196 1.879 -4.839
C 2.763 2.143 4.924
C 0.854 4.804 -2.556
S -1.870 3.711 -2.395
C 2.633 1.722 -3.929
C -2.447 -2.282 -1.610
H 1.595 -3.692 -2.589
H 4.204 2.369 -2.568
Ru 0.451 1.008 0.327
N -1.778 -0.943 2.122
C -4.426 -0.265 2.677
H -2.745 0.999 -0.805
N 0.190 1.094 2.438
H -3.001 -3.095 -2.065
O 0.495 4.173 -1.330
C -0.728 3.639 -1.211
H 4.452 2.658 2.052
H -1.274 -4.746 -3.508
C 3.198 1.993 -2.690
H 0.770 4.102 -3.386
S 1.094 -1.321 0.094
N -1.116 -0.196 -0.470
C -3.398 0.614 2.947
C -0.501 -1.399 -0.577
C 1.553 1.709 4.409
C -2.091 0.233 2.664
Cl 5.324 3.065 4.708
H 1.885 5.122 -2.420
H 2.027 -3.878 -0.896
Cl 2.936 2.242 6.653
H -2.497 -2.750 1.468
H -2.425 -5.312 -2.293
C 3.644 2.391 2.713
C 1.331 1.252 -3.976
H -4.067 -0.867 -1.863
S -0.957 2.883 0.333
C -2.779 -1.795 1.902
C 3.036 2.078 -0.185
C -1.363 -5.215 -2.525
Si -0.414 -4.235 -1.225
H -5.455 0.006 2.880
H 1.694 -5.314 -1.883
C 2.447 1.774 -1.553
C 2.440 1.943 2.186
C -3.061 -1.035 -1.507
H 0.839 1.040 -4.915
O 4.167 2.540 -0.111
H -3.566 1.585 3.389
H -0.128 -4.474 1.225
C 3.805 2.493 4.085
H -1.722 -5.048 0.729
C -1.148 -2.504 -1.157
C 1.398 -4.279 -1.689
C -2.348 -0.006 -0.924
H -0.953 -6.225 -2.599
C -0.664 -5.035 0.455
H -0.377 0.689 -2.785
C -4.111 -1.511 2.160
N 1.190 1.300 -1.605
C -0.964 1.138 3.134
H -0.298 -6.065 0.469
N 2.177 1.778 0.819
H -4.875 -2.249 1.953
H 0.205 5.657 -2.753
C 1.357 1.600 3.032

Forces on atoms 1 to 2 (eV/Å):
H 0.01 0.00 0.00
O 0.02 -0.01 -0.02



# C12H29Cl6F3KO15P3S

C12H29Cl6F3KO15P3S as an isolated structure at a distorted geometry (ωB97M-V with the def2-TZVPD basis set, the OMol25 dataset).

Computed properties:
F_max ... 0.0510 Eh/bohr
Total energy ... -6686.510038 a.u.
Molar mass ... 847.1 g/mol
HOMO-LUMO gap ... 0.342 hartree
LUMO level ... -0.49 eV
HOMO energy ... -9.79 eV

Cartesian coordinates (Å):
O 8.043 -3.613 0.530
C 7.073 -6.496 0.640
Cl 8.471 -3.634 -3.991
H -0.822 -8.931 -6.543
O 0.705 -11.556 -5.516
H 6.702 -7.494 0.856
H 6.067 -9.426 -10.021
K 4.020 -8.342 -6.340
F 7.904 -7.676 -4.586
O 8.985 -8.215 -7.719
O -0.871 -9.812 -4.497
P 7.575 -7.642 -8.238
Cl 2.501 -5.520 -2.462
F 8.317 -7.425 -2.529
H -0.114 -13.418 -5.890
H 7.846 -6.606 -0.125
P 7.408 -4.176 1.897
H 2.963 -10.158 -3.202
H 2.229 -10.194 -1.577
H 7.744 -5.764 -6.024
H 9.485 -5.106 0.266
H 5.343 -4.291 3.586
O 0.942 -10.800 -3.144
H 2.987 -7.658 -1.551
H 9.176 -4.232 -1.065
H -0.814 -12.520 -4.606
H 10.126 -3.427 0.269
C 7.538 -8.127 -3.368
H 0.850 -13.300 -4.378
C 2.254 -10.670 -2.553
C 4.886 -4.114 2.613
H -2.082 -8.482 -5.347
S 5.688 -7.718 -2.976
H 7.058 -4.458 -7.085
P 0.685 -10.232 -4.618
C 10.172 -7.725 -8.314
H 4.414 -3.134 2.660
H 6.871 -8.813 -11.452
C 7.159 -5.524 -6.913
H 10.830 -7.133 -7.672
Cl 5.907 -2.868 -5.099
C 0.151 -12.796 -5.037
H 4.232 -4.928 2.317
H 2.592 -11.703 -2.458
Cl 0.671 -7.686 -1.846
O 5.696 -6.297 -3.283
H 6.280 -4.032 -3.082
H 10.815 -8.567 -8.576
O 6.398 -8.208 -7.542
Cl 6.683 -1.981 -2.481
O 1.684 -9.279 -5.110
C 6.787 -3.280 -3.682
O 7.536 -7.854 -9.814
O 5.480 -7.962 -1.576
C 9.286 -4.060 0.008
O 7.704 -6.065 -8.127
O 7.590 -5.784 1.753
C 2.218 -6.907 -1.402
C -1.446 -9.283 -5.724
O 7.893 -3.626 3.160
C 7.013 -9.039 -10.395
O 4.868 -8.555 -3.870
H 6.179 -5.959 -6.708
H 10.014 -7.106 -9.197
H 6.268 -5.967 0.126
H 7.731 -9.861 -10.407
Cl 2.325 -6.378 0.280
O 5.871 -3.921 1.571
F 7.799 -9.423 -3.238
H -2.045 -10.142 -6.042

Forces on atoms 1 to 2 (eV/Å):
O -0.46 0.11 0.67
C -0.15 0.24 -1.51



# C6H9NO

C6H9NO as an isolated structure at a distorted geometry (ωB97M-V with the def2-TZVPD basis set, the OMol25 dataset).

Computed properties:
F_max ... 0.0358 Eh/bohr
Total energy ... -363.915765 a.u.
Energy above the lowest of the compared OMol25 structures with the same formula, charge and spin ... 68.07 kcal per mole
Molar mass ... 111.1 g/mol
HOMO-LUMO gap ... 0.374 hartree
LUMO level ... 0.95 eV
HOMO energy ... -9.22 eV

Cartesian coordinates (Å):
N -0.624 0.775 0.774
C 0.263 -1.351 0.256
C -0.329 0.435 -1.220
C -0.477 0.518 2.213
C 1.300 -0.529 0.210
H 0.695 -0.968 -2.031
H -0.961 1.262 -1.551
H 0.025 1.377 2.688
C 0.627 0.816 0.004
H 1.201 1.725 0.072
C -0.907 -0.431 -0.050
H 0.162 -0.359 2.408
H 2.346 -0.786 0.257
O 0.143 -0.194 -2.372
H 0.282 -2.386 0.590
H -1.949 -0.841 -0.056
H -1.449 0.349 2.692

Forces on atoms 1 to 2 (eV/Å):
N -0.14 -0.59 1.36
C 0.04 -0.90 0.11



# C2H10O2S2

A 3-piece molecular cluster, C2H10O2S2 overall at a distorted geometry (ωB97M-V with the def2-TZVPD basis set, the OMol25 dataset).

Computed properties:
F_max ... 0.1364 Eh/bohr
Total energy ... -1028.974576 a.u.
Energy above the lowest of the compared OMol25 structures with the same formula, charge and spin ... 52.92 kcal per mole
Molar mass ... 130.2 g/mol
HOMO-LUMO gap ... 0.325 hartree
LUMO level ... 0.56 eV
HOMO energy ... -8.29 eV

Cartesian coordinates (Å):
H -1.852 2.204 -2.335
H -2.112 3.019 -0.738
H 2.641 0.360 0.028
H -0.057 2.060 -0.508
C -2.025 2.021 -1.244
H 0.859 -0.286 1.738
H -1.172 1.282 0.581
O 2.691 1.199 0.317
S -0.599 -0.285 -1.080
H 1.761 -0.727 2.854
H -2.866 1.336 -1.201
H 3.269 1.288 0.981
C -0.917 1.416 -0.434
O 1.414 -0.900 2.082
H 0.680 -2.395 0.278
S -0.422 -1.662 0.405

Forces on atoms 1 to 2 (eV/Å):
H 0.42 -0.25 0.99
H -0.87 -0.74 -0.68